# 1
94
Properties=species:S:1:pos:R:3:mulliken_charge:R:1 method="wB97M-V/def2-TZVPD" e_homo_ev=-9.96 e_tot_ha=-5494.51097 charge=+1 spin_multiplicity=1
Y 14.25359 2.76758 16.20415 1.7922
Br 13.32882 6.24778 15.70389 -0.1295
S 14.08718 -5.26699 16.12895 0.1653
Si 14.84195 3.31658 12.55361 0.8976
O 15.35922 2.92197 20.14783 -0.5801
O 14.79805 3.25647 14.18378 -0.9219
O 12.10171 3.19997 15.00743 -0.4232
O 15.81024 2.42756 17.64900 -0.4042
N 15.09334 -4.26305 15.40556 -0.6151
N 15.24625 0.56320 15.44330 0.7131
N 13.26631 -4.25351 17.08369 -0.6557
N 13.43953 0.57905 17.42665 0.4589
N 16.91510 4.46134 17.43272 -0.3879
N 15.93372 4.78805 16.57762 0.7195
N 12.66961 3.77544 17.92409 1.4928
C 10.71482 2.48401 17.25735 -0.5226
C 15.11437 6.53592 15.12569 0.7942
C 13.77894 -0.63812 16.90303 -1.2105
C 15.47484 9.23127 12.55236 -0.6200
C 11.37998 3.51780 18.14103 0.0967
C 17.03716 -0.54512 14.28696 -0.9605
C 12.68239 5.38780 19.66619 -1.2730
C 18.55408 2.60665 21.77124 -0.2887
C 15.45510 7.42151 14.18681 -0.7657
C 16.55088 3.76816 11.96193 -1.0391
C 14.71305 8.33057 13.29894 0.8484
C 17.19574 2.75951 21.60220 -0.7868
C 16.31104 0.57201 14.65875 -0.3585
C 13.64886 4.54857 11.88172 -1.0067
C 10.84094 3.85667 15.15635 -0.5533
C 16.70469 2.82420 20.29468 0.5536
C 17.56921 2.80578 19.15640 0.3790
C 18.92814 2.60169 19.38609 -0.7009
C 17.01975 3.01676 17.74974 0.2034
C 13.31215 4.68526 18.67036 -0.2284
C 13.31309 8.44135 13.19463 0.0987
C 13.33562 -1.79915 17.47673 0.9496
C 12.52084 -1.83014 18.61972 -0.8164
C 14.79930 -3.02740 15.83621 0.8168
C 9.93835 3.03937 16.10562 -1.1302
C 14.91131 10.17304 11.71432 -0.6702
C 12.74304 9.36501 12.37337 -0.8686
C 13.52349 10.18826 11.59028 -0.4138
C 11.33785 5.13724 19.86609 -0.7050
C 15.41829 -1.80184 15.40323 0.4933
C 19.42724 2.51924 20.68486 -0.8671
C 13.76801 -3.05028 16.85169 0.8910
C 16.13213 5.88780 15.92496 -0.8260
C 14.39334 1.64033 11.79695 -1.2499
C 12.69461 0.53819 18.50846 -0.4318
C 12.21359 -0.61056 19.14711 -1.4679
C 10.68420 4.20415 19.09092 -0.5743
C 14.82230 -0.63893 15.85160 -0.1073
C 16.62143 -1.80261 14.67952 -0.8615
H 12.56676 4.30388 11.95364 0.2952
H 9.14867 3.68499 16.52529 0.3853
H 17.81097 4.93869 17.19248 0.3588
H 11.66260 -0.54719 20.06715 0.5269
H 10.99424 4.83181 15.60557 0.1817
H 17.11372 6.35616 15.91050 0.3648
H 12.97969 10.97201 11.02656 0.3192
H 13.85500 4.63131 10.79456 0.4191
H 14.34961 4.86822 18.46977 0.2063
H 12.54851 3.61595 14.27437 -0.2637
H 16.57606 9.25426 12.64573 0.2977
H 15.15711 2.71753 19.19069 0.1083
H 17.28711 3.05350 12.43906 0.2205
H 15.50929 10.89264 11.14974 0.3771
H 17.13846 -2.73605 14.38210 0.4690
H 13.31776 1.48425 12.03494 0.2463
H 13.29589 6.03247 20.29603 0.5364
H 9.49321 2.19411 15.58506 0.4780
H 9.62531 3.93008 19.24496 0.5582
H 18.00425 -0.42549 13.76725 0.4317
H 11.65716 9.44011 12.31982 0.3743
H 13.87329 5.55269 12.26534 0.1416
H 10.79368 5.64319 20.65924 0.4378
H 20.49768 2.49954 20.87074 0.3820
H 11.48874 1.80807 16.87718 -0.2415
H 16.48640 2.79567 22.40811 0.4830
H 12.46317 1.52176 18.92545 0.9586
H 14.61507 1.69994 10.75784 0.4652
H 16.81456 4.82707 12.16721 0.2733
H 12.68710 7.80497 13.81961 0.2118
H 18.96494 2.52888 22.76851 0.3880
H 17.78314 2.58989 17.04638 0.2201
H 9.97294 1.90176 17.83271 0.7351
H 12.21864 -2.74860 19.07046 0.5773
H 16.65729 3.59709 10.86359 0.3943
H 16.64136 1.52640 14.27493 0.3812
H 14.95134 0.85208 12.24877 0.2765
H 10.36560 3.95932 14.15516 0.4770
H 16.53730 7.49221 14.04263 0.2073
H 19.60958 2.55081 18.53872 0.3979


# 2
90
Properties=species:S:1:pos:R:3:mulliken_charge:R:1 method="wB97M-V/def2-TZVPD" e_homo_ev=-13.51 e_tot_ha=-3383.40678 charge=+2 spin_multiplicity=1
Pb 0.25937 -0.30794 -0.86540 2.6338
Cl -5.31967 -2.62368 -2.82965 -0.1985
S 1.37849 3.33039 0.42225 -0.2032
S 1.68799 -1.56821 2.67476 -0.0749
O 0.77390 -0.94910 1.64079 -0.3842
O 0.99309 2.06724 -0.30229 -0.5188
N -2.21304 -1.70084 -0.58181 0.4418
N 0.34063 -2.61231 -1.95658 0.7031
N 2.63701 0.03721 -1.85791 0.2812
N 0.38341 -0.39302 -3.50599 0.6967
N -1.50591 1.12173 -2.04569 0.8967
C 4.94187 1.08052 -2.97982 -0.5921
C -0.25549 -2.74123 -3.14356 0.7548
C -2.17007 -2.71815 0.27994 -0.3651
C 1.74449 -0.67884 -3.98591 -1.0683
C -1.06796 -0.81253 5.54322 -0.7402
C -4.07504 -3.77086 -0.70396 -0.3681
C -0.62586 -3.98498 -3.63464 -1.1266
C -0.11208 5.16363 1.82546 -0.5069
C -1.22785 5.58241 2.53542 -0.6291
C 2.34461 2.77437 1.88960 -0.8231
C -2.59872 1.58269 -1.43317 -0.6356
C -4.12802 -2.70763 -1.59149 -0.1768
C 0.26750 -4.97233 -1.64547 -0.8115
C 0.48062 -2.43458 6.42327 -0.6154
C -0.37892 -5.11183 -2.86578 -0.5771
C -0.51752 -1.47048 -3.92694 -1.3017
C -1.28464 1.45947 -3.31636 0.4659
C -3.07594 -3.76534 0.25572 -0.8174
C -2.14636 2.30133 -4.00791 -1.0253
C 1.54632 1.87275 2.82458 0.2355
C -3.18860 -1.69208 -1.48782 -0.7316
C -3.26822 2.79693 -3.36442 -0.7145
C 4.77131 1.07392 -1.60267 -0.9009
C -2.30186 4.72064 2.71095 -0.5597
C 0.61594 -3.69994 -1.23566 -0.7404
C -0.08828 3.87761 1.30837 0.5907
C 2.93346 -0.27825 3.10931 -0.7325
C 3.94855 0.53692 -3.77837 -1.0885
C 1.18586 -2.41545 5.22921 -0.5734
C -0.03517 0.93249 -3.97999 -1.1387
C 2.42883 1.01201 3.74864 -1.1127
C 0.75487 -1.58282 4.20645 0.5854
C -1.15863 3.01480 1.46481 0.1247
C -0.63783 -1.62762 6.58247 -0.5144
C -0.37493 -0.79319 4.34273 -0.1557
C 3.60043 0.54691 -1.09308 -0.0520
C -3.50849 2.41768 -2.05049 -1.2289
C 2.81092 0.01422 -3.17984 0.4368
C -2.27217 3.44074 2.17246 -0.9159
H -1.26322 6.58009 2.95107 0.4244
H -3.24878 -0.84376 -2.15691 0.6797
H 1.91866 -1.75217 -3.88792 0.4598
H -4.79805 -4.57318 -0.76198 0.4810
H -0.68361 -6.08849 -3.21732 0.4707
H 3.21004 2.26428 1.46210 0.5306
H 1.86503 0.77032 4.64854 0.4737
H -0.41531 -1.68226 -4.99862 0.4639
H 0.77816 1.62671 -3.74383 0.4402
H -1.18563 -1.64279 7.51498 0.4135
H -3.94804 3.46292 -3.87812 0.4503
H -3.17144 5.04980 3.26402 0.4259
H -3.00205 -4.56721 0.97712 0.4964
H 0.79813 -3.08441 7.22729 0.4256
H 0.92503 1.21283 2.22361 -0.3486
H 3.44919 -0.08083 2.16707 0.3380
H -0.70570 -0.17686 3.51564 0.3633
H -1.37504 -2.67935 1.01769 0.3881
H -0.17646 0.94004 -5.06742 0.4790
H -1.09686 -4.07564 -4.60499 0.5485
H 0.72729 5.83338 1.67735 0.4655
H 2.06036 -3.04257 5.09901 0.4635
H 4.05792 0.50960 -4.85448 0.4963
H 1.84656 -0.42066 -5.04610 0.3382
H -3.11316 2.77335 2.31214 0.5205
H 0.89315 2.49148 3.43867 0.3608
H 5.53319 1.47043 -0.94631 0.4902
H 1.13560 -3.53080 -0.29781 0.4630
H -1.10559 2.02032 1.04054 0.1392
H -4.38455 2.76132 -1.51917 0.5269
H 0.49384 -5.82867 -1.02625 0.5126
H 3.62625 -0.80467 3.76950 0.6133
H -1.93491 2.56850 -5.03497 0.5596
H 2.69301 3.68352 2.38333 0.5217
H -1.54872 -1.15221 -3.75634 0.4987
H -1.94373 -0.18950 5.66649 0.4542
H -2.74858 1.25087 -0.41225 0.8632
H 3.30044 1.58947 4.06898 0.4372
H 3.40869 0.51686 -0.02793 0.2823
H 5.83666 1.49453 -3.42422 0.4619